Molecular formula: C5H12N2O
Method: DFT, ωB97M-V/def2-TZVPD

CARTESIAN COORDINATES (ANGSTROEM)
C1 -0.48104 -0.53171 -0.73495
N1 0.89767 -0.43382 -0.32340
C2 1.79450 -1.49282 -0.76221
C3 3.32241 -1.33465 -0.68789
O1 3.70292 -0.21036 -0.66276
C4 -0.98732 0.93004 -0.31986
N2 -2.22688 0.75372 0.50083
C5 -2.16308 1.75707 1.69747
H1 -0.54875 -0.73662 -1.85092
H2 -1.07743 -1.38893 -0.31338
H3 0.97232 -0.22034 0.71405
H4 1.62669 -1.62750 -1.94114
H5 1.56434 -2.48509 -0.25182
H6 3.97657 -2.20227 -0.64802
H7 -0.24270 1.56112 0.13372
H8 -1.34757 1.54707 -1.15666
H9 -2.23319 -0.14703 0.84816
H10 -2.92216 2.49657 1.41473
H11 -2.33122 1.42544 2.72978
H12 -1.29607 2.34012 1.61427

ΔE to the lowest compared entry with this formula, charge and spin (kJ/mol): 322.1
Strongest force on any atom (eV/A): 5.5
Orbital gap (alpha / beta) (hartree): 0.3933 / 0.1740
Total charge: +1
2S+1: 2
E_tot (Ha): -382.0446